{
  "formula": "C41H79N2O8PS",
  "method": "the ωB97M-V functional and the def2-TZVPD basis",
  "elements": ["C", "C", "C", "O", "O", "C", "C", "C", "C", "C", "C", "C", "C", "N", "C", "C", "P", "S", "C", "C", "C", "C", "C", "O", "C", "C", "C", "N", "H", "H", "H", "H", "H", "H", "H", "H", "H", "H", "H", "H", "H", "H", "H", "H", "H", "H", "H", "H", "H", "H", "H", "H", "H", "H", "H", "H", "H", "C", "C", "O", "C", "C", "H", "H", "H", "H", "H", "H", "H", "H", "H", "H", "C", "C", "O", "C", "C", "H", "H", "H", "H", "H", "H", "H", "H", "H", "H", "C", "C", "O", "C", "C", "H", "H", "H", "H", "H", "H", "H", "H", "H", "H", "C", "C", "O", "C", "C", "H", "H", "H", "H", "H", "H", "H", "H", "H", "H", "C", "C", "O", "C", "C", "H", "H", "H", "H", "H", "H", "H", "H", "H", "H"],
  "coordinates": [[4.82266, -0.77863, -1.51772], [4.49521, 0.43192, -0.96748], [5.48362, 1.63815, -1.06712], [6.43894, 1.63199, -0.32971], [5.31101, 2.73733, -1.91135], [5.35075, 2.37318, -3.30895], [3.95736, 1.93696, -3.91996], [3.01473, 3.17201, -4.28597], [2.58975, 4.03783, -3.00867], [2.07562, 3.05019, -1.88464], [0.88312, 3.67268, -0.98773], [-0.30609, 2.63522, -1.09836], [-0.05730, 1.27016, -0.54358], [-0.98426, 0.28099, -0.59634], [-2.16218, 0.66397, -1.23271], [-3.23954, -0.39183, -1.37864], [-2.85959, -2.11803, -0.72373], [-4.10465, -2.72540, 0.64210], [-4.52292, -0.09082, -2.03495], [-5.65754, -1.17317, -2.18698], [-5.47331, -2.08887, -3.47556], [-4.73274, 1.31652, -2.57434], [-6.02147, 1.76793, -3.33279], [-7.22958, 1.60179, -2.58409], [-8.32058, 1.95931, -3.46208], [-3.68369, 2.31178, -2.41444], [-2.36051, 2.02915, -1.74176], [-1.44546, 3.08070, -1.69548], [5.62206, -0.77368, -2.30194], [4.30177, -1.71617, -1.19089], [3.47971, 0.52017, -0.48845], [5.65587, 3.31039, -3.86550], [6.12919, 1.59572, -3.55515], [4.19132, 1.44558, -4.91728], [3.42903, 1.14799, -3.31900], [2.10252, 2.75021, -4.80918], [3.52491, 3.82656, -5.05855], [3.46496, 4.66695, -2.69634], [1.70106, 4.65189, -3.33879], [2.87246, 2.69170, -1.18394], [1.67826, 2.13667, -2.42531], [1.27062, 3.66499, 0.07539], [0.58486, 4.69821, -1.31608], [0.93038, 1.02604, -0.07476], [-2.96763, -2.96956, -1.87922], [-1.48081, -2.20701, -0.33534], [-6.66986, -0.67926, -2.29228], [-5.73747, -1.77895, -1.23561], [-6.48806, -2.30935, -3.92253], [-5.04058, -3.07503, -3.15755], [-4.77880, -1.61626, -4.22605], [-6.07579, 1.12930, -4.27395], [-5.88971, 2.83363, -3.67775], [-8.52736, 3.06962, -3.44297], [-9.22616, 1.37266, -3.12872], [-8.13690, 1.67231, -4.53375], [-3.85739, 3.34341, -2.82161], [7.88996, 5.69007, 3.43331], [8.63021, 4.42650, 3.83700], [7.83565, 3.52011, 4.58393], [6.68727, 3.00401, 3.92856], [7.01009, 2.20185, 2.67976], [7.42172, 6.15710, 4.30306], [8.57697, 6.40496, 2.97588], [7.09839, 5.47805, 2.71078], [9.46870, 4.70140, 4.48137], [9.06025, 3.92626, 2.96283], [5.98064, 3.81094, 3.70528], [6.19313, 2.34960, 4.64980], [7.41990, 2.83568, 1.89138], [6.11067, 1.72439, 2.28966], [7.75246, 1.43094, 2.89842], [-2.97696, -8.31606, -3.84223], [-2.70539, -6.84170, -3.59780], [-3.49597, -6.28573, -2.56003], [-3.32093, -6.84563, -1.26644], [-1.91257, -6.68518, -0.72346], [-4.04557, -8.49262, -3.98508], [-2.44064, -8.66090, -4.72865], [-2.65491, -8.92908, -2.99730], [-2.95360, -6.28398, -4.50416], [-1.64183, -6.66423, -3.40438], [-3.62751, -7.89704, -1.26083], [-4.01212, -6.31694, -0.60725], [-1.19269, -7.27613, -1.29507], [-1.86509, -7.01424, 0.31574], [-1.59556, -5.64106, -0.77858], [2.49548, -2.60914, -7.90118], [2.37136, -1.11428, -7.66232], [3.60920, -0.48287, -7.37524], [4.59962, -0.54593, -8.38932], [4.18434, 0.12956, -9.68491], [3.03272, -3.08766, -7.07896], [1.50715, -3.06452, -7.98935], [3.04585, -2.82471, -8.81998], [1.73433, -0.95013, -6.78994], [1.87760, -0.62039, -8.50585], [4.89946, -1.58430, -8.56592], [5.47725, -0.03265, -7.99096], [3.36697, -0.40668, -10.17232], [5.02332, 0.16513, -10.38188], [3.83955, 1.14833, -9.49463], [-2.51258, 0.20507, 6.57672], [-3.15753, -0.85779, 5.70420], [-3.90173, -0.32576, 4.62034], [-3.17385, 0.44175, 3.67564], [-2.08320, -0.34297, 2.96761], [-3.25191, 0.94352, 6.89580], [-2.06335, -0.24873, 7.46230], [-1.72608, 0.74168, 6.04002], [-3.86513, -1.42788, 6.31089], [-2.41235, -1.57349, 5.34022], [-2.76635, 1.34231, 4.14864], [-3.90005, 0.78164, 2.93423], [-1.28124, -0.62409, 3.65546], [-1.64268, 0.25391, 2.16617], [-2.48735, -1.26395, 2.54094], [-1.82029, -1.56291, 12.10006], [-1.53791, -0.41536, 11.14569], [-2.62270, -0.11924, 10.28115], [-3.82936, 0.29388, 10.90173], [-3.69133, 1.57908, 11.69970], [-2.17642, -2.43962, 11.55406], [-0.91650, -1.83274, 12.65002], [-2.58907, -1.29835, 12.82987], [-0.70002, -0.69283, 10.50169], [-1.22786, 0.48269, 11.69055], [-4.23509, -0.51240, 11.52208], [-4.54703, 0.45632, 10.09508], [-3.05482, 1.44002, 12.57663], [-4.66869, 1.91888, 12.04656], [-3.24022, 2.36452, 11.08938]],
  "forces_ev_per_a": [[-0.1, 1.6, 0.5], [-0.2, -1.1, -1.2], [0.3, 0.0, 0.5], [-1.0, 0.0, -0.7], [0.0, -1.6, 0.1], [-0.9, 0.2, -1.6], [0.2, 0.4, -1.1], [0.2, -0.3, 0.4], [-0.3, -1.2, -0.8], [-0.6, 0.5, -0.1], [0.3, -1.9, -0.1], [0.4, 1.4, 0.3], [-1.8, 0.0, -0.8], [0.6, 2.9, -0.8], [-0.9, -0.2, -0.3], [-0.7, 1.8, -1.3], [-0.7, 0.2, -0.4], [0.1, -0.1, 0.3], [1.5, 0.7, 0.6], [-0.3, 0.5, -0.2], [0.0, -0.3, 0.6], [2.1, 0.6, 1.3], [1.1, -0.8, -0.4], [0.1, 0.5, -1.5], [-0.8, -0.2, 0.1], [-0.4, -2.1, 0.4], [-2.6, -0.5, -1.2], [1.4, -3.8, 1.7], [-0.5, -0.6, 1.2], [0.4, 1.1, -0.9], [1.5, 0.2, 0.1], [-0.2, -1.0, 0.8], [-0.7, 0.7, 0.7], [-0.2, 0.4, 1.1], [0.6, 0.9, -0.4], [0.8, 0.5, 0.7], [-0.4, -0.7, 0.9], [-1.0, -0.4, -0.1], [1.1, -0.3, 0.5], [-0.5, 0.5, -0.9], [0.4, 1.0, 0.7], [-0.7, 0.3, -1.1], [0.1, -1.0, 0.3], [-1.1, 0.4, -0.5], [0.4, 0.6, 0.4], [-0.7, 0.3, -0.5], [1.4, -0.1, 0.2], [0.4, 0.6, -1.2], [1.2, 0.3, 0.3], [-0.3, 0.8, -0.5], [-0.9, -0.5, 0.7], [0.0, 0.6, 0.9], [-0.1, -0.9, 0.5], [0.2, -1.1, 0.1], [0.9, 0.9, -0.2], [0.1, 0.1, 0.9], [0.3, -1.1, 0.5], [-0.2, 0.0, -0.1], [0.0, 0.1, 0.0], [0.1, 0.0, 0.2], [0.0, -0.2, -0.1], [0.1, 0.2, 0.0], [0.1, 0.0, 0.0], [0.0, 0.0, 0.0], [0.1, 0.0, 0.0], [-0.1, -0.2, 0.1], [0.0, 0.0, -0.1], [0.0, 0.0, -0.1], [0.1, 0.1, 0.1], [-0.1, -0.1, 0.0], [0.1, 0.0, 0.0], [-0.1, 0.0, 0.0], [0.0, -0.1, 0.2], [-0.1, -0.1, 0.0], [-0.1, 0.2, -0.1], [0.0, 0.1, 0.1], [0.2, -0.1, -0.2], [0.1, 0.1, -0.1], [0.0, 0.0, 0.0], [0.0, 0.0, -0.1], [-0.1, 0.1, 0.2], [0.0, -0.1, 0.0], [0.1, 0.0, 0.0], [0.0, 0.1, -0.2], [0.0, 0.0, 0.1], [0.0, 0.0, 0.0], [-0.1, 0.0, 0.1], [0.2, -0.1, -0.2], [0.0, -0.1, 0.0], [0.0, 0.1, 0.2], [0.0, 0.1, -0.1], [-0.2, -0.1, -0.1], [-0.1, 0.1, 0.0], [0.0, 0.0, 0.0], [-0.1, 0.0, 0.0], [0.2, 0.1, 0.0], [0.0, -0.1, -0.1], [0.0, 0.0, -0.1], [-0.1, 0.0, 0.2], [0.1, 0.0, 0.0], [0.0, 0.0, 0.0], [0.1, 0.0, 0.0], [0.2, 0.1, -0.1], [0.0, 0.1, 0.1], [-0.2, 0.0, 0.0], [0.0, -0.1, -0.1], [0.2, -0.2, 0.2], [0.0, -0.1, 0.0], [-0.1, 0.0, 0.0], [0.0, 0.0, 0.0], [-0.1, 0.1, -0.2], [0.1, 0.0, 0.0], [0.1, 0.0, 0.0], [-0.1, -0.1, 0.1], [0.0, 0.1, 0.0], [0.0, 0.0, 0.0], [-0.1, 0.1, 0.0], [-0.2, 0.0, 0.1], [0.0, -0.1, 0.0], [0.0, 0.0, -0.2], [0.0, 0.1, 0.0], [0.2, 0.0, 0.1], [0.1, 0.0, 0.0], [0.0, 0.0, 0.0], [0.1, 0.0, 0.0], [-0.2, 0.1, -0.1], [0.0, 0.0, 0.1], [0.0, 0.0, 0.1], [0.2, -0.1, -0.1], [-0.1, 0.0, 0.0], [0.0, 0.0, 0.0], [-0.1, 0.0, 0.0]],
  "lowdin_charge": [0.024, -0.079, -0.436, 0.127, -0.054, -0.167, -0.175, -0.200, -0.180, -0.197, -0.114, -0.222, -0.052, 0.073, -0.205, -0.241, 0.388, 0.136, -0.122, -0.212, -0.099, -0.091, -0.209, -0.202, -0.110, 0.053, -0.180, 0.156, 0.081, 0.076, 0.102, 0.136, 0.130, 0.114, 0.093, 0.112, 0.110, 0.112, 0.110, 0.086, 0.106, 0.114, 0.108, 0.118, -0.024, -0.017, 0.101, 0.049, 0.077, 0.056, 0.080, 0.133, 0.127, 0.097, 0.100, 0.088, 0.114, -0.084, -0.283, -0.163, -0.279, -0.087, 0.081, 0.075, 0.065, 0.117, 0.107, 0.106, 0.116, 0.062, 0.066, 0.087, -0.083, -0.285, -0.174, -0.277, -0.078, 0.083, 0.076, 0.066, 0.116, 0.106, 0.107, 0.114, 0.066, 0.079, 0.072, -0.082, -0.281, -0.174, -0.281, -0.081, 0.082, 0.077, 0.066, 0.117, 0.107, 0.107, 0.116, 0.066, 0.077, 0.082, -0.080, -0.279, -0.161, -0.276, -0.088, 0.083, 0.067, 0.065, 0.118, 0.107, 0.105, 0.118, 0.067, 0.056, 0.026, -0.082, -0.280, -0.174, -0.279, -0.081, 0.083, 0.076, 0.066, 0.118, 0.107, 0.107, 0.118, 0.066, 0.076, 0.083],
  "lumo_energy_ev": -0.70,
  "energy_ha": -3060.32301,
  "homo_energy_ha": -0.3068,
  "smiles": "C=CC(=O)OCCCCCCc1cnc2c([PH2]=S)c(CC)c(COC)cc2n1.CCOCC.CCOCC.CCOCC.CCOCC.CCOCC",
  "charge": 0,
  "spin_multiplicity": 1
}